[1]
This record from the OMol25 dataset describes one molecule with the formula C9H13ClSi in a non-equilibrium geometry. The level of theory is wB97M-V/def2-TZVPD.

Each line ends with the natural charge from an NBO analysis.
Atoms and positions in Å:
1 C 1.07 -1.75 -1.57  -1.11
2 Si 0.16 -1.17 -0.02  1.62
3 C 1.04 -1.78 1.63  -1.06
4 C -1.53 -2.10 -0.07  -0.83
5 Cl -2.53 -1.25 1.11  -0.05
6 C -0.07 0.64 -0.08  -0.53
7 C -0.98 1.27 0.79  -0.17
8 C -0.99 2.66 0.93  -0.22
9 C -0.26 3.39 0.02  -0.20
10 C 0.51 2.76 -0.93  -0.21
11 C 0.62 1.39 -1.01  -0.18
12 H 0.80 -2.87 -1.53  0.23
13 H 2.16 -1.65 -1.56  0.24
14 H 0.69 -1.32 -2.48  0.24
15 H 0.58 -2.61 2.09  0.23
16 H 1.09 -0.99 2.32  0.24
17 H 2.05 -1.95 1.32  0.23
18 H -2.05 -2.01 -1.07  0.24
19 H -1.42 -3.16 0.17  0.23
20 H -1.39 0.60 1.57  0.22
21 H -1.68 3.09 1.63  0.22
22 H -0.14 4.50 0.10  0.21
23 H 0.94 3.36 -1.68  0.21
24 H 1.33 0.94 -1.68  0.21

Properties
total energy	-1100.42227	hartree
SMILES	C[Si](C)(CCl)c1ccccc1
ΔE to the lowest compared entry with this formula, charge and spin	37.40	kcal/mol
multiplicity	1
HOMO	-9.190	eV



[2]
This record from the OMol25 dataset describes C9H13FNSe3SiTeV as an isolated structure in a non-equilibrium geometry. The level of theory is wB97M-V/def2-TZVPD.

Each line ends with the natural charge from an NBO analysis.
Atoms and positions in Å:
1 V 1.72 -0.34 -1.38  0.63
2 Se 2.85 1.81 -1.73  -0.23
3 Se 2.22 0.57 -3.59  0.01
4 Te 3.53 -1.63 -3.27  0.34
5 Se 1.75 -2.76 -1.95  -0.40
6 C -2.72 0.62 0.09  -1.14
7 Si -1.24 0.35 -1.01  1.80
8 C -1.01 1.95 -1.93  -1.13
9 C -1.64 -1.02 -2.18  -1.13
10 N 0.31 -0.07 -0.22  -1.05
11 C 0.57 -0.21 1.16  0.07
12 C -0.33 -0.04 2.20  -0.23
13 C 0.05 -0.20 3.53  -0.20
14 C 1.35 -0.54 3.87  -0.22
15 C 2.28 -0.72 2.85  -0.27
16 C 1.86 -0.55 1.56  0.38
17 F 2.78 -0.73 0.55  -0.34
18 H -3.55 0.87 -0.58  0.25
19 H -2.59 1.46 0.78  0.24
20 H -3.00 -0.27 0.66  0.24
21 H -1.96 2.25 -2.37  0.24
22 H -0.27 1.87 -2.73  0.24
23 H -0.68 2.74 -1.25  0.25
24 H -2.57 -0.81 -2.71  0.24
25 H -1.76 -1.96 -1.64  0.25
26 H -0.86 -1.17 -2.92  0.25
27 H -1.35 0.23 1.98  0.22
28 H -0.69 -0.05 4.31  0.22
29 H 1.64 -0.66 4.90  0.22
30 H 3.31 -0.99 3.05  0.24

Properties
total energy	-9211.29922	hartree
ΔE to the lowest compared entry with this formula, charge and spin	0.14	kcal/mol
multiplicity	3
HOMO (alpha / beta)	-7.575 / -7.748	eV



[3]
This record from the OMol25 dataset describes one molecule with the formula C9H13IO5 in a non-equilibrium geometry. The level of theory is wB97M-V/def2-TZVPD.

Each line ends with the natural charge from an NBO analysis.
Atoms and positions in Å:
1 C 0.39 -2.73 -0.60  0.78
2 C 0.99 -1.81 0.43  -0.52
3 C 0.30 -0.44 0.38  -0.23
4 C 0.49 0.42 -0.90  -0.35
5 C -1.21 -0.78 0.73  -0.07
6 C -0.48 0.17 -2.01  0.09
7 C -1.70 -1.88 -0.12  0.19
8 C 1.00 3.25 1.40  -0.24
9 C 0.25 1.89 -0.40  -0.05
10 O 1.16 -3.41 -1.26  -0.56
11 O -0.95 -2.81 -0.81  -0.51
12 O -1.14 -1.30 2.09  -0.72
13 O -0.30 -0.71 -2.97  -0.64
14 O 1.11 2.07 0.75  -0.57
15 I -3.64 -2.72 0.18  0.15
16 H 1.11 -2.32 1.40  0.27
17 H 1.93 -1.70 0.04  0.24
18 H 0.62 0.23 1.25  0.27
19 H 1.65 0.28 -1.07  0.24
20 H -1.92 -0.02 0.59  0.21
21 H -1.61 0.37 -2.05  0.19
22 H 0.65 3.01 2.41  0.18
23 H 0.34 3.81 0.79  0.17
24 H 1.93 3.88 1.27  0.18
25 H -0.78 2.08 -0.07  0.18
26 H 0.53 2.67 -1.15  0.19
27 H -1.35 -0.51 2.65  0.47
28 H 0.65 -0.97 -2.98  0.48

Properties
total energy	-1024.43368	hartree
ΔE to the lowest compared entry with this formula, charge and spin	122.37	kcal/mol
multiplicity	1
HOMO (alpha / beta)	-7.843 / -7.111	eV



[4]
This record from the OMol25 dataset describes C9H13IrN3O4S as an isolated structure in a non-equilibrium geometry. The level of theory is wB97M-V/def2-TZVPD.

Each line ends with the natural charge from an NBO analysis.
Atoms and positions in Å:
1 Ir -0.98 -0.06 -0.57  0.96
2 N -2.70 -0.67 -1.72  -0.55
3 N -3.22 0.32 -2.55  -0.50
4 C -2.90 1.61 -2.11  0.87
5 O -3.45 2.59 -2.51  -0.55
6 O -1.87 1.61 -1.27  -0.69
7 H -2.41 -1.51 -2.22  0.42
8 H -3.36 -0.98 -1.00  0.41
9 H -4.15 0.15 -2.91  0.41
10 O -1.30 -3.73 1.18  -0.51
11 C -0.96 -2.63 0.86  0.75
12 O -1.62 -1.84 0.03  -0.73
13 C 0.24 -1.94 1.40  0.10
14 C 1.04 -2.52 2.37  -0.18
15 C 2.06 -1.78 2.93  -0.11
16 C 2.20 -0.45 2.52  -0.23
17 C 1.36 0.04 1.55  0.05
18 N 0.41 -0.69 0.96  -0.44
19 H 0.81 -3.54 2.65  0.27
20 H 2.70 -2.20 3.70  0.25
21 H 2.94 0.20 2.96  0.25
22 H 1.45 1.08 1.26  0.21
23 C 2.31 0.77 -1.38  -0.76
24 S 0.65 1.46 -1.24  0.53
25 C 0.73 2.96 -0.26  -0.75
26 H 2.94 0.94 -0.51  0.24
27 H 2.73 1.26 -2.26  0.26
28 H 2.20 -0.29 -1.58  0.26
29 H 1.10 3.74 -0.93  0.26
30 H 1.36 2.90 0.63  0.22
31 H -0.30 3.19 0.01  0.28

Properties
total energy	-1318.24183	hartree
ΔE to the lowest compared entry with this formula, charge and spin	43.22	kcal/mol
multiplicity	1
HOMO	-12.889	eV
total charge	+1



[5]
This record from the OMol25 dataset describes an isolated ion of composition C9H13N2 and charge +1 in a non-equilibrium geometry. The level of theory is wB97M-V/def2-TZVPD.

Each line ends with the natural charge from an NBO analysis.
Atoms and positions in Å:
1 C 1.98 1.22 -0.28  -0.19
2 C 0.83 -0.73 0.43  -0.22
3 C 0.77 1.80 -0.57  0.01
4 C 2.07 -0.15 0.16  0.05
5 C -0.37 -0.08 0.38  0.23
6 C -2.78 0.22 0.74  0.07
7 C -1.71 -0.71 0.31  -0.40
8 C 3.29 -0.93 0.57  -0.66
9 C -1.99 -1.27 -1.07  -0.62
10 N -0.38 1.29 -0.02  -0.08
11 N -1.46 2.03 0.03  -0.51
12 H 2.87 1.72 -0.62  0.25
13 H 0.83 -1.73 0.92  0.25
14 H 0.73 2.82 -0.86  0.23
15 H -3.56 0.53 0.05  0.23
16 H -3.04 0.32 1.76  0.21
17 H -1.56 -1.46 1.08  0.28
18 H 3.44 -0.90 1.64  0.25
19 H 3.35 -2.02 0.29  0.26
20 H 4.28 -0.41 0.10  0.24
21 H -2.02 -0.42 -1.92  0.24
22 H -2.83 -1.99 -0.99  0.25
23 H -1.13 -1.92 -1.42  0.24
24 H -1.63 2.76 -0.72  0.40

Properties
total energy	-459.84429	hartree
ΔE to the lowest compared entry with this formula, charge and spin	106.53	kcal/mol
multiplicity	1
HOMO (alpha / beta)	-12.248 / -12.247	eV
total charge	+1



[6]
This record from the OMol25 dataset describes an isolated ion of composition C9H13N2 and charge +1. The level of theory is wB97M-V/def2-TZVPD.

Each line ends with the natural charge from an NBO analysis.
Atoms and positions in Å:
1 C 1.99 1.68 0.37  -0.36
2 C 1.97 0.50 0.97  -0.21
3 C 0.83 -0.01 1.79  -0.46
4 C 0.07 -1.16 1.10  0.14
5 N -0.92 -1.69 1.93  -0.82
6 N -0.45 -0.57 -0.22  -0.29
7 C 0.37 -0.54 -1.27  0.10
8 C 0.00 0.08 -2.45  -0.21
9 C -1.25 0.69 -2.53  -0.10
10 C -2.09 0.64 -1.42  -0.22
11 C -1.65 0.00 -0.28  0.08
12 H 2.83 2.02 -0.19  0.22
13 H 1.17 2.37 0.46  0.20
14 H 2.82 -0.17 0.89  0.21
15 H 1.20 -0.41 2.74  0.26
16 H 0.13 0.80 2.01  0.22
17 H 0.76 -1.95 0.80  0.21
18 H -1.49 -1.04 2.44  0.38
19 H -1.41 -2.50 1.61  0.40
20 H 1.33 -1.04 -1.18  0.24
21 H 0.68 0.09 -3.29  0.26
22 H -1.56 1.18 -3.43  0.25
23 H -3.07 1.08 -1.45  0.26
24 H -2.27 -0.06 0.61  0.24

Properties
total energy	-460.00668	hartree
SMILES	C=CC[C@@H](N)[n+]1ccccc1
ΔE to the lowest compared entry with this formula, charge and spin	4.63	kcal/mol
multiplicity	1
HOMO	-13.449	eV
total charge	+1



[7]
This record from the OMol25 dataset describes an isolated ion of composition C9H13N3 and charge +2 in a non-equilibrium geometry. The level of theory is wB97M-V/def2-TZVPD.

Each line ends with the natural charge from an NBO analysis.
Atoms and positions in Å:
1 C 4.71 0.93 -0.42  -0.08
2 C 4.84 -0.38 -0.07  -0.20
3 C 3.44 1.55 -0.42  -0.30
4 C -0.04 -1.16 0.37  -0.09
5 C 3.66 -1.10 0.25  0.07
6 C -0.89 -0.17 0.00  0.03
7 C 2.35 0.74 -0.23  0.42
8 C -3.23 -0.41 -0.94  -0.63
9 C -2.23 0.58 -0.28  -0.13
10 N 1.32 -1.33 0.43  -0.39
11 N 2.47 -0.52 0.27  -0.19
12 N -2.78 0.94 1.06  -0.69
13 H 5.61 1.52 -0.47  0.27
14 H 5.83 -0.92 0.12  0.29
15 H 3.30 2.58 -0.51  0.28
16 H -0.51 -1.86 1.04  0.26
17 H 3.80 -2.13 0.71  0.27
18 H -3.18 -1.25 -0.26  0.21
19 H -4.19 -0.01 -1.29  0.27
20 H -2.79 -0.86 -1.80  0.27
21 H -2.30 1.45 -0.93  0.27
22 H 1.66 -1.90 1.18  0.41
23 H -3.32 1.75 1.05  0.44
24 H -1.96 1.30 1.80  0.48
25 H -3.32 0.11 1.41  0.46

Properties
total energy	-514.11547	hartree
ΔE to the lowest compared entry with this formula, charge and spin	181.71	kcal/mol
multiplicity	1
HOMO (alpha / beta)	-16.096 / -15.981	eV
total charge	+2



[8]
This record from the OMol25 dataset describes a 2-piece molecular cluster, C9H13N3O2S overall in a non-equilibrium geometry. The level of theory is wB97M-V/def2-TZVPD.

Each line ends with the natural charge from an NBO analysis.
Atoms and positions in Å:
1 C -0.28 -1.66 -0.29  0.11
2 C -0.09 -1.56 -1.70  -0.32
3 C -0.63 -0.70 -2.55  -0.08
4 C 1.55 1.56 0.79  0.32
5 C -1.93 2.46 2.83  1.04
6 C -0.74 -1.13 2.01  -0.26
7 C 0.73 -1.31 2.49  -0.23
8 C -0.30 -0.58 -4.04  -0.65
9 C 1.58 2.41 -0.40  -0.68
10 N -0.76 -0.82 0.53  -0.39
11 N 1.47 0.64 1.50  -0.04
12 N 1.42 -0.03 2.55  -0.44
13 O -1.40 3.29 2.24  -0.53
14 O -2.49 1.66 3.40  -0.51
15 S -1.43 0.69 0.15  -0.24
16 H 0.63 -2.33 -2.02  0.21
17 H -1.40 0.00 -2.33  0.24
18 H 0.19 -2.55 0.21  0.20
19 H -1.38 -2.00 2.36  0.22
20 H -1.21 -0.21 2.39  0.24
21 H 0.74 -1.60 3.53  0.22
22 H 1.23 -2.20 1.77  0.15
23 H -0.02 -1.43 -4.55  0.22
24 H 0.74 -0.02 -4.11  0.22
25 H -0.99 -0.04 -4.65  0.22
26 H 2.27 3.14 -0.19  0.24
27 H 0.55 2.74 -0.74  0.26
28 H 1.93 1.60 -1.18  0.25

Properties
total energy	-1063.49722	hartree
ΔE to the lowest compared entry with this formula, charge and spin	86.52	kcal/mol
multiplicity	1
HOMO (alpha / beta)	-7.458 / -7.458	eV